Record 1
A molecular structure, C11H26BCl4CsO16PSV at a distorted geometry. Source: the OMol25 dataset; level of theory: ωB97M-V/def2-TZVPD.

Calculated values
E_HOMO ... -8.357 eV
Multiplicity ... 1
HOMO-LUMO gap ... 0.10090 hartree
Energy ... -141708.0871 eV

Last column: Löwdin charge in e.
Atoms and positions in Å:
C: -0.76353 2.72681 -3.06566  -0.0925
C: -1.21229 2.14591 -4.46175  -0.2349
C: -0.48761 0.80433 -4.83258  -0.1641
C: -1.08736 -0.49691 -4.17734  -0.1904
O: -1.61190 -0.35164 -2.83107  -0.2249
P: -3.24906 -0.44255 -2.79683  0.5755
O: -3.85826 -1.48646 -3.68626  -0.2156
O: -3.66424 -0.89683 -1.18261  -0.6051
Cl: -2.35002 -0.65690 -0.13188  0.4315
O: -3.96949 1.06328 -3.00067  -0.0294
B: -5.38134 0.89223 -3.22901  -0.7242
O: -6.21687 0.29956 -2.24201  0.1470
O: -5.95767 1.31917 -4.43682  0.0572
C: -4.96945 1.46199 -5.48359  -0.0576
H: 0.02797 3.50616 -3.18511  0.0849
H: -1.62158 3.11346 -2.47210  0.0655
H: -0.29502 1.89140 -2.51179  0.0369
H: -2.31560 2.06542 -4.57091  0.0652
H: -0.87341 2.90443 -5.21607  0.1068
H: -0.62362 0.67954 -5.94018  0.1137
H: 0.61661 0.90383 -4.68720  0.1202
H: -1.80140 -0.93068 -4.90905  0.1144
H: -0.24908 -1.23297 -4.08510  0.1346
H: -6.58136 1.05080 -1.75306  0.1086
H: -4.36122 0.52636 -5.51747  0.0910
H: -5.48110 1.55980 -6.46930  0.1075
H: -4.25895 2.30351 -5.30177  0.0890
O: 2.28685 0.84374 1.24260  -0.2534
S: 0.86233 1.08839 0.96837  0.1972
O: 0.08967 -0.12812 1.31256  -0.3293
O: 0.66710 1.39814 -0.45520  -0.2726
O: 0.38317 2.21810 1.78462  -0.3664
C: 5.69498 -2.02065 1.94811  -0.0874
C: 4.63507 -2.29536 0.89819  -0.3332
O: 3.35894 -1.86396 1.34909  -0.1485
H: 5.44928 -2.53120 2.88143  0.0757
H: 6.67811 -2.35713 1.61083  0.0717
H: 5.74812 -0.95236 2.17152  0.0765
H: 4.57080 -3.36640 0.69295  0.0868
H: 4.87241 -1.77806 -0.03772  0.1139
H: 3.41324 -0.91443 1.52098  0.0461
Cs: -2.72497 1.69470 0.82974  1.0744
O: -0.94042 -4.46923 4.22358  -0.5505
V: -1.30612 -3.64329 2.74629  1.1572
O: -1.67785 -2.81537 1.27216  -0.6043
C: 2.07970 -5.06822 -0.18485  -1.5215
Cl: 1.79640 -4.48464 1.45952  0.5880
Cl: 1.07891 -6.48616 -0.52535  0.5294
Cl: 1.76708 -3.78846 -1.35981  0.5572
H: 3.12183 -5.35876 -0.26452  0.0146
C: 1.70604 2.81011 8.45910  -0.0511
O: 1.20760 1.80735 7.57739  -0.0028
C: 1.72317 1.86258 6.34318  -0.6209
O: 2.53310 2.65880 5.95489  0.1323
O: 1.17942 0.87985 5.62579  0.0091
C: 1.64032 0.81505 4.26978  -0.0413
H: 1.22080 2.66773 9.42299  0.0906
H: 2.78309 2.70551 8.59214  0.0970
H: 1.46050 3.80583 8.08868  0.0964
H: 2.71440 0.63119 4.23621  0.1045
H: 1.39042 1.72880 3.73637  0.0729
H: 1.13337 -0.01710 3.78558  0.0814

Cartesian forces, eV/Å:
C 0.1 -0.9 -0.3
C 0.9 0.8 -0.2
C -0.6 0.4 -0.3
C 2.0 -0.1 -1.6
O -3.1 0.7 -0.3
P -0.8 -1.7 0.1
O 0.8 2.2 1.2
O 1.3 1.3 -2.0
Cl 0.8 -4.5 -1.9
O 0.6 -2.6 0.4
B -1.6 -0.2 -0.9
O 1.2 1.5 -0.9
O 1.9 -0.5 1.6
C 0.5 -0.4 -0.7
H -0.8 -0.5 0.1
H 0.6 -0.1 -0.4
H -0.3 0.7 0.1
H 0.8 -0.1 0.2
H -0.5 -0.7 0.4
H 0.1 -0.1 0.9
H -0.9 -0.1 0.3
H 0.0 0.2 1.0
H -0.8 0.5 0.1
H -0.4 -0.4 0.2
H -0.4 0.6 -0.1
H 0.3 0.1 0.9
H -0.8 -0.4 -0.2
O -0.3 -0.3 0.2
S 1.4 1.2 0.1
O -0.8 -0.7 -0.2
O -0.6 -0.4 0.1
O -0.5 -0.1 -0.3
C 0.1 -0.1 0.0
C -0.2 0.5 0.2
O 0.2 -0.3 0.0
H 0.0 -0.1 -0.1
H 0.0 0.0 0.0
H 0.0 0.0 -0.1
H -0.1 0.0 0.0
H 0.1 -0.1 -0.1
H -0.3 0.1 -0.2
Cs -0.2 4.7 1.9
O -1.2 1.9 -3.2
V 1.4 0.1 -0.5
O 0.4 -2.3 3.7
C -0.3 0.2 -0.2
Cl -0.1 -0.1 0.2
Cl 0.1 0.0 0.0
Cl 0.1 -0.1 0.1
H -0.1 0.0 0.1
C 0.0 0.2 0.3
O -0.1 0.0 0.1
C -0.2 -0.3 -0.2
O 0.1 0.1 0.1
O 0.0 0.0 0.2
C 0.2 0.0 -0.3
H -0.1 -0.2 -0.1
H 0.0 0.1 -0.1
H 0.2 0.0 -0.1
H 0.0 0.1 0.0
H 0.1 0.0 0.1
H -0.1 0.0 0.2

***

Record 2
5 unconnected molecules or ions with the total composition C24H42BFNO13PS at a distorted geometry. Source: the OMol25 dataset; level of theory: ωB97M-V/def2-TZVPD.

Calculated values
E_HOMO ... -8.614 eV
Multiplicity ... 1
Structure (SMILES) ... CN(C)B(O)C1=C(P(O)(O)=S)C(=O)C=C(F)C1=O.CCOC(C)=O.CCOC(C)=O.CCOC(C)=O.CCOC(C)=O
HOMO-LUMO gap ... 0.23345 hartree
Energy ... -77193.6058 eV

Last column: Löwdin charge in e.
Atoms and positions in Å:
C: -1.79658 1.93834 2.04105  -0.0511
N: -2.33682 2.39794 0.72072  -0.1401
C: -1.27752 2.92610 -0.18816  -0.0821
B: -3.15867 1.36604 0.04480  -0.4947
O: -2.62445 0.74733 -1.14665  0.0570
C: -4.63671 0.90829 0.57336  0.0364
C: -5.64196 1.82824 1.02845  -0.1315
P: -5.33436 3.68668 1.05996  0.3499
O: -4.26246 4.08227 2.35430  -0.2604
O: -4.64493 4.31434 -0.36110  -0.2402
S: -6.95025 4.74333 1.39857  0.2909
C: -7.01190 1.12266 1.51327  -0.2787
O: -8.10685 1.72040 1.58094  0.0305
C: -7.07343 -0.43663 1.90116  0.0955
C: -6.08149 -1.32585 1.45425  -0.1031
F: -6.07819 -2.71918 1.72180  0.0262
C: -4.88470 -0.68507 0.59175  -0.1894
O: -4.15688 -1.50156 -0.01468  0.0784
H: -2.01413 2.75502 2.81386  0.0917
H: -2.33437 0.95609 2.32014  0.1057
H: -0.67472 1.75924 1.91371  0.1003
H: -0.72412 3.74676 0.38632  0.1033
H: -1.71474 3.41207 -1.13292  0.1023
H: -0.51589 2.14545 -0.51699  0.1000
H: -2.18761 -0.09652 -0.89826  0.1106
H: -4.20735 3.31183 2.97461  0.0679
H: -4.72764 3.65771 -1.09302  0.0809
H: -7.93494 -0.82572 2.52840  0.1391
C: -0.75155 1.15466 -6.49272  -0.0638
C: -0.20842 -0.25764 -6.42078  -0.2280
O: 0.49969 -0.47436 -5.19194  0.0014
C: -0.07792 -0.86715 -4.04349  -0.5124
C: -1.57285 -0.78521 -3.91661  0.0133
O: 0.60552 -1.20585 -3.10264  0.0780
H: -1.47917 1.34511 -5.70104  0.0689
H: -1.23518 1.33164 -7.45578  0.0833
H: 0.05484 1.88066 -6.36418  0.0860
H: -0.98276 -1.01370 -6.56798  0.1143
H: 0.51947 -0.40300 -7.22231  0.1242
H: -1.84663 0.19314 -3.51780  0.0857
H: -1.90122 -1.55962 -3.22077  0.0940
H: -2.10366 -0.96935 -4.84855  0.0756
C: 2.02622 1.47603 5.74764  -0.0591
C: 2.51442 1.13318 4.35524  -0.2294
O: 1.83468 1.91689 3.36366  -0.0090
C: 2.22144 3.14064 2.96270  -0.5252
C: 3.22916 3.88934 3.79044  0.0093
O: 1.70634 3.65694 1.99718  0.0869
H: 2.24134 2.51595 6.00369  0.0666
H: 2.50172 0.83232 6.49069  0.0834
H: 0.94276 1.35048 5.81355  0.0856
H: 3.59871 1.22479 4.25574  0.1147
H: 2.27230 0.09003 4.13765  0.0919
H: 2.70655 4.48766 4.53843  0.0978
H: 3.79137 4.55279 3.13086  0.0925
H: 3.96259 3.24715 4.27383  0.0708
C: 3.79873 -1.77247 -3.51171  -0.0583
C: 4.30030 -2.94357 -2.69318  -0.2259
O: 5.72951 -2.91205 -2.56754  -0.0006
C: 6.39102 -2.23707 -1.61038  -0.5276
C: 5.64810 -1.20471 -0.80712  0.0082
O: 7.57764 -2.40552 -1.45647  0.0981
H: 4.02584 -0.81949 -3.02918  0.0749
H: 2.71796 -1.83797 -3.65373  0.0505
H: 4.28346 -1.75556 -4.49127  0.0870
H: 3.82041 -3.00705 -1.71340  0.1001
H: 4.06022 -3.87361 -3.21396  0.1235
H: 5.72799 -0.23667 -1.30403  0.0982
H: 6.10977 -1.13933 0.17990  0.0906
H: 4.60134 -1.45082 -0.63838  0.0572
C: 0.75637 -5.09390 0.65728  -0.0626
C: 0.40143 -3.63004 0.49557  -0.2246
O: 0.32628 -2.97477 1.77050  0.0038
C: 1.37721 -2.42855 2.40531  -0.5107
C: 2.76500 -2.77323 1.93952  0.0184
O: 1.20435 -1.73518 3.38168  0.0883
H: 1.74371 -5.21984 1.10671  0.0683
H: 0.75082 -5.59965 -0.31065  0.0833
H: 0.04113 -5.58930 1.31829  0.0858
H: 1.08182 -3.10434 -0.17824  0.1092
H: -0.59358 -3.54940 0.05181  0.1236
H: 3.11685 -3.65421 2.47873  0.1017
H: 3.42235 -1.93080 2.16316  0.0893
H: 2.83788 -2.94000 0.86649  0.0574

Cartesian forces, eV/Å:
C -0.5 0.2 0.2
N -0.4 -2.1 -1.7
C 0.8 1.2 0.0
B 1.5 0.2 -0.6
O -0.8 0.3 1.5
C -1.9 0.7 1.3
C 2.0 -3.7 -0.7
P -0.7 3.2 1.2
O -1.1 -2.1 -1.9
O -0.4 -2.5 1.5
S 1.0 -1.1 -0.3
C -2.9 0.9 0.3
O 3.9 -1.9 -0.2
C 2.3 -1.4 -0.8
C -1.0 2.1 0.6
F 0.1 3.5 -0.8
C 0.5 -2.7 -0.5
O -1.8 3.0 1.7
H 0.6 -1.3 -0.8
H 1.0 1.5 0.0
H -1.5 0.2 0.5
H -0.7 -1.1 -0.9
H 0.4 -0.8 1.5
H -1.0 0.9 0.5
H -0.5 0.6 -0.4
H 0.0 0.8 -0.7
H 0.1 0.6 0.6
H 1.0 0.9 -1.0
C -0.1 0.1 0.2
C -0.2 0.3 -0.1
O 0.5 -0.4 0.1
C -0.2 0.1 0.5
C -0.3 -0.5 -0.2
O -0.1 0.2 -0.6
H 0.0 -0.1 -0.1
H 0.0 0.0 0.0
H 0.0 -0.1 -0.1
H 0.0 0.1 0.1
H 0.1 -0.1 0.3
H 0.0 -0.1 0.0
H 0.1 0.2 0.1
H 0.0 0.2 0.0
C 0.0 0.3 0.1
C 0.0 -0.2 0.4
O -0.2 -0.2 -0.6
C -0.2 0.5 -0.1
C 0.7 0.0 -0.2
O 0.1 -0.6 0.4
H 0.1 -0.1 0.0
H 0.0 0.0 -0.1
H 0.1 -0.1 0.0
H -0.1 0.2 0.0
H -0.1 0.3 -0.2
H 0.0 -0.1 0.0
H -0.3 0.1 0.1
H -0.2 0.0 0.2
C 0.0 0.1 -0.1
C -0.2 0.3 -0.2
O 0.3 -0.5 0.0
C 0.6 0.3 0.1
C -0.3 -0.1 0.6
O -0.7 -0.1 -0.3
H -0.1 -0.1 0.0
H 0.2 0.1 0.1
H 0.0 -0.1 0.1
H 0.1 0.1 0.0
H 0.3 0.0 0.1
H -0.1 -0.1 0.0
H 0.2 0.1 -0.2
H -0.1 0.2 -0.2
C 0.1 -0.1 0.2
C 0.1 -0.3 -0.1
O -0.4 0.4 0.1
C 0.2 0.0 0.4
C 0.3 0.4 -0.4
O -0.3 -0.4 -0.6
H 0.0 0.0 -0.1
H 0.0 0.0 0.1
H 0.0 0.1 -0.1
H 0.0 0.0 0.1
H 0.0 0.2 0.2
H 0.0 0.0 -0.1
H -0.1 -0.2 0.2
H 0.0 -0.2 0.0

***

- Which of these has the highest E_HOMO?
  C11H26BCl4CsO16PSV

***

- Which of these has the highest E_HOMO?
  C11H26BCl4CsO16PSV